Here is a cluster of 2 separate species, C4H12N2 in total in a non-equilibrium geometry from the OMol25 dataset. Energies are from ωB97M-V with the def2-TZVPD basis set.

Values from the calculation:
- molar mass (g mol⁻¹) = 88.2
- HOMO-LUMO gap (eV) = 9.18
- relative energy (zero: lowest compared OMol25 entry of this formula, charge and spin) (kcal per mole) = 75.9
- HOMO (eV) = -8.36
- E (Eh) = -268.9954

Element x y z (Å)
C 2.13435 0.62926 -0.81146
C 1.59708 -0.44617 0.03468
C 1.27593 -0.34249 1.35615
H 2.12930 0.34626 -1.88104
H 1.59952 1.61751 -0.73895
H 3.20423 0.71191 -0.59625
H 1.37740 -1.40686 -0.44884
H 0.36886 -0.49700 1.88735
H 2.06058 0.12602 2.00631
N -1.80863 1.06406 0.68845
C -1.98630 -0.35298 0.35368
N -1.43399 -0.57440 -0.96822
H -0.90335 1.35706 0.27469
H -2.44128 1.54824 0.13922
H -1.38946 -0.95559 1.07549
H -2.98375 -0.76568 0.30301
H -0.61401 -1.27753 -1.00700
H -2.18647 -0.78162 -1.66725